This record from the Open Molecules 2025 dataset describes a cluster of 2 separate species, C31H34BrF3NO5SSi in total. The level of theory is ωB97M-V with the def2-TZVPD basis set.

```
77
C31H34BrF3NO5SSi, DFT ωB97M-V with the def2-TZVPD basis set
C -4.23 -3.79 -3.19
C -5.19 -2.48 -3.13
O -4.44 -1.24 -3.39
C -4.19 -0.56 -2.16
C -5.26 0.03 -1.21
C -6.83 -0.07 -1.58
F -7.55 0.95 -0.81
C -7.12 0.26 -3.13
C -8.12 1.52 -3.34
C -4.86 0.72 0.15
C -3.37 0.85 0.62
N -3.00 1.47 1.90
C -2.31 0.25 -0.35
C -2.70 -0.44 -1.72
C -1.52 -1.05 -2.64
O -1.50 -0.95 -3.88
C -0.35 -1.78 -1.80
C 0.37 -3.06 -2.27
C 0.04 -3.74 -3.68
S 0.81 -2.84 -5.14
O 1.34 -1.48 -4.76
O -0.24 -2.80 -6.22
C 1.48 -3.67 -1.35
C 1.81 -3.02 0.01
C 1.10 -1.71 0.50
C 1.55 -1.15 1.92
F 0.56 -0.41 2.62
F 1.82 -2.32 2.75
C 2.96 -0.40 1.74
C 3.18 0.87 2.69
Si 5.09 1.16 2.87
C 5.94 -0.04 4.11
C 6.05 1.05 1.22
C 5.30 2.96 3.51
C 4.09 3.52 4.36
C 4.04 4.97 4.94
C 5.27 5.88 4.66
C 6.49 5.31 3.83
C 6.54 3.86 3.25
C 0.03 -1.10 -0.43
C -0.72 0.24 -0.04
O -0.20 1.27 0.44
H -4.53 -4.49 -4.05
H -4.35 -4.38 -2.20
H -3.15 -3.43 -3.25
H -5.65 -2.49 -2.08
H -6.06 -2.61 -3.86
H -7.30 -1.07 -1.32
H -6.15 0.57 -3.68
H -7.62 -0.63 -3.67
H -8.26 1.73 -4.47
H -9.16 1.33 -2.91
H -7.65 2.47 -2.89
H -5.71 1.10 0.81
H -2.25 0.97 2.38
H -2.71 2.44 1.66
H -1.07 -3.92 -3.83
H 0.56 -4.78 -3.65
H 1.92 -3.59 -5.56
H 2.00 -4.62 -1.76
H 2.60 -3.49 0.69
H 3.78 -1.17 2.03
H 3.10 -0.21 0.62
H 2.75 1.81 2.17
H 2.73 0.72 3.73
H 5.73 -1.13 3.84
H 7.08 0.10 3.98
H 5.71 0.21 5.20
H 5.50 1.49 0.32
H 6.33 -0.04 0.92
H 7.06 1.60 1.28
H 3.17 2.86 4.57
H 3.12 5.28 5.54
H 5.23 6.95 5.06
H 7.37 6.04 3.68
H 7.42 3.45 2.64
Br 6.30 3.89 6.16
```

Summary:
E_tot: -141319.0438 eV
highest occupied orbital energy: -2.54 eV
strongest force on any atom: 5.54 eV Å⁻¹
total charge: -1

Here are the Mulliken charges for atoms 1 to 6, given in e: -0.61 -0.21 -0.46 0.14 0.69 0.30


This record from the Open Molecules 2025 dataset describes a structure of composition C31H34BrGeIN3O5Re. The level of theory is ωB97M-V with the def2-TZVPD basis set.

```
77
C31H34BrGeIN3O5Re, DFT ωB97M-V with the def2-TZVPD basis set
Re -0.12 -0.10 0.33
Br 2.38 3.96 6.11
C 2.03 3.04 4.50
C 2.69 3.44 3.32
C 2.45 2.81 2.14
C 1.52 1.74 2.05
O 1.30 1.23 0.88
C 0.90 1.31 3.25
C 0.16 0.11 3.34
N -0.24 -0.62 2.34
C -0.80 -1.90 2.64
C -1.73 -2.19 3.59
C -2.13 -3.53 3.79
C -1.59 -4.55 3.06
C -0.63 -4.27 2.05
C -0.02 -5.24 1.21
C 0.87 -4.83 0.26
C 1.15 -3.45 0.11
N 0.61 -2.54 0.88
C -0.25 -2.94 1.84
C 1.18 1.98 4.48
H 3.39 4.26 3.36
H 2.96 3.10 1.23
H -0.06 -0.26 4.34
H -2.17 -1.40 4.19
H -2.87 -3.75 4.55
H -1.89 -5.58 3.23
H -0.26 -6.29 1.34
H 1.36 -5.54 -0.39
H 1.82 -3.09 -0.66
H 0.71 1.63 5.38
C 5.10 -1.36 -5.41
O 4.57 -1.46 -4.09
C 3.38 -0.92 -3.82
C 2.58 -0.28 -4.79
C 1.38 0.25 -4.41
C 0.91 0.17 -3.08
C -0.33 0.76 -2.69
C -1.23 1.42 -3.69
O -0.72 0.81 -1.50
C 1.71 -0.50 -2.12
O 1.34 -0.68 -0.88
C 2.94 -1.03 -2.51
H 6.07 -1.85 -5.38
H 5.22 -0.32 -5.70
H 4.45 -1.88 -6.12
H 2.91 -0.18 -5.82
H 0.78 0.76 -5.15
H -0.74 2.28 -4.15
H -2.14 1.75 -3.19
H -1.49 0.72 -4.49
H 3.57 -1.51 -1.78
C -2.88 3.77 -0.77
Ge -1.36 3.22 0.35
C -1.42 4.16 2.06
C 0.26 3.75 -0.60
C -1.60 1.29 0.77
H -3.00 4.85 -0.70
H -3.81 3.30 -0.46
H -2.69 3.51 -1.81
H -1.43 5.24 1.91
H -0.55 3.91 2.66
H -2.32 3.89 2.62
H 0.06 4.72 -1.07
H 0.53 3.04 -1.38
H 1.10 3.86 0.07
H -2.49 1.04 0.18
H -1.84 1.23 1.83
N -2.86 -3.28 -0.82
C -2.65 -2.03 -0.38
O -1.52 -1.55 -0.42
C -3.85 -1.28 0.12
I -4.63 -0.06 -1.43
H -2.08 -3.79 -1.20
H -3.78 -3.67 -0.87
H -3.56 -0.63 0.95
H -4.65 -1.95 0.42
```

Summary:
E_tot: -184191.6223 eV
<S²>: 0.76
highest occupied orbital energy (spin up / spin down): -9.77 / -9.64 eV
strongest force on any atom: 0.71 eV Å⁻¹
total charge: +1
multiplicity: 2

Here are the Mulliken charges for atoms 1 to 6, given in e: 2.32 -0.17 -0.36 -0.44 -0.71 0.53


This record from the Open Molecules 2025 dataset describes a structure of composition C31H34GaN8OSe2. The level of theory is ωB97M-V with the def2-TZVPD basis set.

```
77
C31H34GaN8OSe2, DFT ωB97M-V with the def2-TZVPD basis set
Ga 1.47 -1.06 0.35
N -0.25 -5.71 -0.13
C -0.13 -4.44 -0.47
N 0.89 -3.66 -0.22
C 2.00 -4.25 0.31
N 3.08 -3.55 0.50
N 2.97 -2.29 0.13
C 4.11 -1.66 -0.19
C 4.10 -0.31 -0.59
C 5.24 0.46 -1.03
C 5.05 1.63 -1.69
C 3.78 2.16 -1.78
C 2.73 1.51 -1.15
N 2.88 0.30 -0.55
C 1.99 -5.65 0.71
C 3.05 -6.29 1.36
C 2.97 -7.61 1.72
C 1.83 -8.35 1.36
C 0.75 -7.75 0.73
C 0.83 -6.40 0.45
H -1.20 -6.16 -0.14
H -0.98 -4.02 -1.03
H 4.99 -2.31 -0.04
H 6.21 -0.03 -0.98
H 5.89 2.17 -2.12
H 3.63 3.13 -2.31
H 1.82 2.04 -0.94
H 4.03 -5.74 1.52
H 3.79 -8.06 2.25
H 1.75 -9.41 1.55
H -0.08 -8.34 0.39
C 0.32 3.19 1.28
Se 1.40 1.72 2.01
C 0.04 0.89 3.25
C 0.79 -0.17 4.02
Se 1.21 -1.76 2.86
C 3.10 -1.94 3.37
H -0.46 2.76 0.65
H 0.96 3.80 0.64
H -0.12 3.79 2.08
H -0.78 0.52 2.60
H -0.38 1.64 3.90
H 0.21 -0.65 4.85
H 1.73 0.23 4.41
H 3.14 -2.14 4.45
H 3.66 -1.06 3.11
H 3.52 -2.83 2.85
C -4.64 7.03 0.04
C -4.30 6.18 -1.15
C -5.31 5.38 -1.69
C -5.02 4.50 -2.68
C -3.70 4.40 -3.16
N -3.28 3.26 -3.91
C -3.39 2.07 -3.03
O -4.35 1.30 -3.04
N -2.31 1.87 -2.27
C -2.12 0.74 -1.44
C -3.15 -0.03 -0.87
C -2.82 -1.08 -0.02
C -1.50 -1.33 0.35
N -0.49 -0.63 -0.20
C -0.81 0.36 -1.07
C -2.69 5.30 -2.70
C -3.00 6.17 -1.69
H -5.39 7.76 -0.28
H -3.77 7.63 0.36
H -5.08 6.53 0.89
H -6.31 5.44 -1.29
H -5.74 3.75 -2.99
H -3.97 3.15 -4.62
H -1.49 2.50 -2.37
H -4.19 0.19 -1.12
H -3.62 -1.63 0.50
H -1.21 -2.06 1.07
H 0.03 0.83 -1.57
H -1.66 5.18 -3.02
H -2.24 6.86 -1.34
```

Summary:
E_tot: -229711.5478 eV
highest occupied orbital energy: -14.01 eV
strongest force on any atom: 4.62 eV Å⁻¹
total charge: +3

Here are the Mulliken charges for atoms 1 to 6, given in e: -0.41 0.02 -0.44 -0.30 0.29 -1.09